# 1
Density functional theory data (the ωB97M-V functional and the def2-TZVPD basis) for a molecular structure, C46H47AsCdIN6S.

Each line ends with the Löwdin charge.
Geometry (Å):
Cd (1.24561, -0.56963, 0.34979)  1.29
N (0.15644, 1.36569, 1.01863)  -0.08
C (0.24111, 1.57911, 2.46775)  -0.24
C (-0.43125, 0.42125, 3.20206)  -0.22
N (0.00560, -0.89236, 2.72701)  -0.10
C (0.94414, -1.57754, 3.60834)  -0.22
C (2.28377, -0.85933, 3.62047)  -0.25
N (2.80172, -0.74970, 2.25226)  -0.07
H (0.52290, 2.14997, 0.48986)  0.01
H (-0.81766, 1.24383, 0.74267)  0.02
H (-0.24204, 2.51309, 2.77368)  0.12
H (1.29880, 1.65379, 2.72702)  0.09
H (-1.50897, 0.50304, 3.05131)  0.07
H (-0.26273, 0.53200, 4.28003)  0.13
H (-0.80247, -1.47893, 2.56108)  0.07
H (1.07640, -2.59784, 3.23758)  0.12
H (0.57049, -1.64913, 4.63864)  0.12
H (2.97821, -1.38716, 4.28096)  0.12
H (2.16189, 0.14394, 4.02997)  0.10
H (3.17991, -1.65063, 1.97073)  -0.05
H (3.57172, -0.09334, 2.19172)  0.07
I (3.51898, -2.99377, -0.39127)  0.93
C (1.78797, -4.08165, -0.85189)  -0.64
C (1.98709, -5.42481, -1.00445)  -0.18
C (0.93631, -6.25068, -1.44225)  -0.07
C (-0.26050, -5.68986, -1.76209)  -0.03
C (-0.47714, -4.29678, -1.62185)  -0.17
C (-1.72206, -3.75485, -2.02266)  -0.03
C (-1.95293, -2.41823, -1.92777)  -0.08
C (-0.96629, -1.58772, -1.34975)  -0.23
C (0.25072, -2.04785, -0.89265)  -0.27
C (0.53829, -3.43871, -1.10469)  -0.28
H (2.95775, -5.85666, -0.80790)  0.08
H (1.10239, -7.31346, -1.54993)  0.11
H (-1.07067, -6.29938, -2.14124)  0.12
H (-2.47203, -4.42575, -2.42310)  0.12
H (-2.89218, -1.99313, -2.25725)  0.10
H (-1.20754, -0.53445, -1.25338)  0.02
N (3.30079, 0.75836, -0.31019)  0.13
C (4.39556, 1.02701, -0.53628)  -0.15
C (5.75056, 1.37183, -0.85159)  -0.22
C (6.66484, 0.35030, -1.10843)  -0.02
C (7.97029, 0.68266, -1.42497)  -0.06
C (8.35156, 2.01646, -1.48412)  -0.05
C (7.43461, 3.02760, -1.23109)  -0.05
C (6.12518, 2.71338, -0.91115)  -0.02
H (6.34908, -0.68352, -1.06847)  0.11
H (8.68996, -0.09792, -1.62783)  0.11
H (9.37328, 2.26948, -1.73226)  0.11
H (7.73772, 4.06382, -1.28512)  0.11
H (5.39839, 3.48958, -0.72531)  0.11
N (1.81594, -0.19403, -3.22818)  0.10
C (1.80965, 1.13636, -3.01948)  -0.89
S (0.58575, 1.82110, -2.11092)  0.63
N (2.84160, 1.81085, -3.57797)  0.06
C (3.16462, 3.18848, -3.46040)  -0.26
C (3.08160, 3.86957, -2.25179)  -0.09
C (3.46003, 5.20149, -2.19551)  -0.08
C (3.93913, 5.85257, -3.32265)  -0.08
C (4.03288, 5.16411, -4.52168)  -0.07
C (3.63792, 3.83764, -4.59467)  -0.02
H (1.04470, -0.73193, -2.86026)  0.05
H (2.53823, -0.66355, -3.74803)  0.11
H (3.40121, 1.30446, -4.24745)  0.15
H (2.70612, 3.36013, -1.37778)  0.06
H (3.38113, 5.73618, -1.25782)  0.11
H (4.23275, 6.89165, -3.26777)  0.11
H (4.40063, 5.66039, -5.40939)  0.11
H (3.68988, 3.30397, -5.53590)  0.12
C (-4.99615, 3.70828, 3.20260)  -0.08
C (-4.99782, 3.64462, 1.81720)  -0.08
C (-4.55890, 2.50010, 1.16912)  -0.11
C (-4.12073, 1.39914, 1.89949)  -0.39
C (-4.11447, 1.47305, 3.29008)  -0.14
C (-4.55129, 2.62048, 3.93793)  -0.08
As (-3.32732, -0.11887, 0.95818)  1.34
C (-3.79048, -1.62199, 2.09753)  -0.41
C (-2.96275, -2.73961, 2.00086)  -0.14
C (-3.22528, -3.87873, 2.74967)  -0.08
C (-4.31678, -3.90635, 3.60350)  -0.08
C (-5.15422, -2.80351, 3.69455)  -0.07
C (-4.89721, -1.66766, 2.94165)  -0.12
C (-4.57869, -0.33022, -0.51381)  -0.40
C (-5.67480, -1.18391, -0.47823)  -0.09
C (-6.49780, -1.30384, -1.58877)  -0.07
C (-6.23467, -0.57217, -2.73737)  -0.08
C (-5.13839, 0.27562, -2.78133)  -0.08
C (-4.30811, 0.38797, -1.67595)  -0.16
H (-5.34536, 4.60001, 3.70531)  0.11
H (-5.34744, 4.48735, 1.23529)  0.11
H (-4.57970, 2.46522, 0.08646)  0.09
H (-3.77822, 0.62980, 3.88346)  0.09
H (-4.55186, 2.65869, 5.01964)  0.11
H (-2.13102, -2.73846, 1.29912)  0.08
H (-2.58342, -4.74521, 2.65723)  0.11
H (-4.52294, -4.79064, 4.19136)  0.11
H (-6.01637, -2.82938, 4.34760)  0.11
H (-5.56292, -0.81561, 3.00871)  0.11
H (-5.88759, -1.76584, 0.41016)  0.10
H (-7.34886, -1.97169, -1.55507)  0.11
H (-6.88064, -0.66790, -3.59983)  0.11
H (-4.92196, 0.84122, -3.67785)  0.11
H (-3.43316, 1.02914, -1.73147)  0.10

## Properties
Charge ... +1
ΔE to the lowest compared entry with this formula, charge and spin ... 0.007 eV
Lowest unoccupied orbital energy ... -2.11 eV

***

# 2
Density functional theory data (the ωB97M-V functional and the def2-TZVPD basis) for C7H10N2O in the gas phase.

Each line ends with the natural charge from an NBO analysis.
Geometry (Å):
C (0.72344, -1.53826, 0.09787)  -0.47
C (1.51914, -0.48769, -0.62127)  -0.15
C (-0.87652, 1.54521, 0.85887)  -0.39
C (-0.57607, 0.20669, 1.30628)  -0.24
C (0.49703, 1.14786, 0.83068)  -0.27
C (-0.72775, -1.05205, 0.50047)  -0.08
C (1.40880, 0.81071, -0.33626)  -0.25
N (-1.57833, -0.91675, -0.72165)  -0.20
N (-1.07109, -0.27487, -1.67523)  0.11
O (-1.67169, -0.41057, -2.81799)  -0.47
H (0.43705, -2.14702, -0.73624)  0.22
H (1.37311, -2.08816, 0.77205)  0.24
H (2.05945, -0.78406, -1.57350)  0.22
H (-0.25974, 0.61910, -1.64176)  0.40
H (-1.34833, 1.60527, -0.02302)  0.21
H (-1.12405, 2.23968, 1.58890)  0.22
H (-0.67487, 0.13322, 2.36051)  0.23
H (1.04461, 1.65428, 1.65033)  0.22
H (-1.17901, -1.86535, 1.01119)  0.23
H (2.02482, 1.60275, -0.83023)  0.23

## Properties
ΔE to the lowest compared entry with this formula, charge and spin ... 6.634 eV
SMILES string ... [O-]/[NH+]=N/[C@H]1CC=C[C@H]2C[C@@H]12
Lowest unoccupied orbital energy (alpha / beta) ... 0.12 / 0.12 eV

***

# 3
Density functional theory data (the ωB97M-V functional and the def2-TZVPD basis) for a molecular structure, C32H21BrCl2N6O4S3SbSn.

Each line ends with the Mulliken spin population.
Geometry (Å):
Sn (-1.61923, 1.10147, 0.37318)  -0.02
Cl (-7.32714, 1.66536, -3.86918)  0.00
C (-6.26177, 1.12851, -2.59704)  0.00
C (-4.93774, 1.53823, -2.62353)  0.00
C (-4.04524, 1.12400, -1.63499)  0.00
N (-2.70446, 1.47085, -1.57903)  0.02
C (-2.06524, 2.17012, -2.53858)  0.00
O (-2.53273, 2.72400, -3.53091)  0.00
C (-0.57154, 2.25858, -2.29437)  0.01
C (-0.02909, 3.41372, -1.74460)  0.01
C (1.32292, 3.43100, -1.44268)  0.01
C (2.08771, 2.32049, -1.76845)  0.01
C (1.45906, 1.23413, -2.35779)  0.00
N (0.15170, 1.17668, -2.59714)  0.00
C (-4.50553, 0.27862, -0.58898)  0.00
C (-5.84220, -0.11024, -0.58547)  0.00
C (-6.71344, 0.31231, -1.57969)  0.00
Cl (-8.37353, -0.21934, -1.50856)  0.00
N (-3.58017, -0.05047, 0.42506)  0.02
C (-3.83687, -1.05913, 1.27890)  0.00
O (-4.73295, -1.90633, 1.21634)  0.00
C (-2.92316, -1.13102, 2.48517)  0.00
C (-3.34906, -1.81802, 3.61584)  0.00
C (-2.52603, -1.82442, 4.72794)  0.00
C (-1.30759, -1.16316, 4.67384)  0.00
C (-0.95465, -0.51881, 3.49882)  0.01
N (-1.75069, -0.51367, 2.43157)  0.00
H (-4.58264, 2.17930, -3.41440)  0.00
H (-0.67281, 4.24534, -1.48764)  -0.02
H (1.75532, 4.27935, -0.92726)  -0.01
H (3.14473, 2.27685, -1.53716)  0.00
H (2.03175, 0.34742, -2.62116)  0.00
H (-6.21085, -0.75895, 0.18944)  0.00
H (-4.30690, -2.31672, 3.59072)  0.00
H (-2.83458, -2.33474, 5.63270)  0.00
H (-0.63970, -1.13410, 5.52443)  0.00
H (-0.02519, 0.03191, 3.39637)  -0.01
C (-1.71327, -2.33852, -2.12178)  0.00
O (-0.68119, -1.88754, -1.26191)  0.00
C (0.56937, -2.37957, -1.41838)  0.00
C (0.94650, -3.43644, -2.22177)  0.00
C (2.29251, -3.81279, -2.22681)  0.00
Br (2.80592, -5.28173, -3.32961)  0.00
C (3.24383, -3.16678, -1.48351)  0.00
C (2.86432, -2.07456, -0.68644)  -0.01
C (1.53340, -1.69508, -0.65448)  0.01
O (1.14683, -0.66338, 0.09991)  -0.01
C (3.88840, -1.33507, 0.06502)  0.01
N (5.16041, -1.66509, 0.08523)  0.00
C (5.76219, -0.70763, 0.87744)  0.00
C (7.09823, -0.55267, 1.25226)  0.00
C (7.42257, 0.51794, 2.06333)  0.00
C (6.44747, 1.42997, 2.50424)  0.00
C (5.11900, 1.29699, 2.14756)  0.01
C (4.80455, 0.21378, 1.33159)  -0.01
N (3.61662, -0.21416, 0.79934)  0.01
H (-1.46570, -2.11698, -3.16232)  0.00
H (-2.60546, -1.78750, -1.83118)  0.00
H (-1.88565, -3.41048, -1.99530)  0.00
H (0.22676, -3.96688, -2.82570)  0.00
H (4.28334, -3.45870, -1.50545)  0.00
H (0.24864, -0.36237, -0.15548)  0.00
H (7.84893, -1.25448, 0.91077)  0.00
H (8.45226, 0.66295, 2.36849)  0.00
H (6.74492, 2.25809, 3.13540)  0.00
H (4.35354, 1.99147, 2.47401)  -0.01
H (2.70345, 0.21948, 0.89124)  0.01
S (0.18011, 5.82544, 1.15773)  0.27
Sb (-0.34235, 3.96629, 2.38280)  0.40
S (-2.47502, 3.07888, 1.67297)  0.08
S (1.21413, 2.25797, 2.42909)  0.20

## Properties
Charge ... -2
ΔE to the lowest compared entry with this formula, charge and spin ... 0.000 eV
Multiplicity ... 2
<S²> ... 0.761
Lowest unoccupied orbital energy (alpha / beta) ... 3.54 / 3.36 eV

***

# 4
Density functional theory data (the ωB97M-V functional and the def2-TZVPD basis) for 2 unconnected molecules or ions with the total composition C19H20BrF8N2O2PS.

Each line ends with the natural charge from an NBO analysis.
Geometry (Å):
C (1.15357, 3.66717, 0.94098)  -0.60
C (0.58592, 2.62653, -0.01794)  -0.45
C (-0.95316, 2.48572, 0.00187)  -0.08
Br (-1.92173, 3.28507, 1.50308)  0.07
N (-1.46005, 1.13267, -0.27108)  -0.31
C (-1.07550, 0.03576, 0.44126)  0.20
C (-0.11103, 0.04750, 1.62246)  0.60
F (0.03935, 1.21524, 2.23402)  -0.29
F (1.08069, -0.33056, 1.13354)  -0.28
C (-0.48198, -1.00748, 2.74597)  0.93
F (-1.79792, -1.10887, 2.92599)  -0.31
F (0.04278, -0.57415, 3.88504)  -0.28
F (0.04805, -2.17309, 2.46025)  -0.28
C (-1.54056, -1.20695, 0.08152)  -0.19
C (-2.42888, -1.37379, -0.96336)  -0.09
C (-2.84819, -0.24871, -1.64503)  -0.29
P (-3.99237, -0.48826, -3.04715)  0.84
S (-3.01312, -0.65148, -4.72063)  -0.51
C (-2.35155, 1.00364, -1.28426)  0.38
C (-2.82339, 2.20134, -2.02224)  -0.23
C (-3.87632, 2.96547, -1.52908)  -0.15
C (-4.23295, 4.06355, -2.28115)  -0.25
C (-3.54041, 4.34391, -3.44409)  0.06
N (-2.54338, 3.61972, -3.94990)  -0.37
C (-2.21709, 2.55823, -3.21357)  0.06
H (1.03928, 3.39115, 1.97904)  0.23
H (0.75323, 4.65153, 0.72957)  0.21
H (2.21693, 3.72886, 0.72687)  0.24
H (1.09579, 1.68022, 0.11590)  0.24
H (0.86333, 2.97691, -1.00809)  0.23
H (-1.28579, 3.12795, -0.79146)  0.25
H (-1.21711, -2.09325, 0.59860)  0.28
H (-2.79916, -2.34967, -1.23146)  0.25
H (-4.66718, -1.68681, -2.76840)  0.00
H (-4.90632, 0.57430, -3.05760)  0.00
H (-4.38027, 2.72746, -0.60668)  0.24
H (-5.04014, 4.70474, -1.97286)  0.24
H (-3.81804, 5.22612, -4.00246)  0.21
H (-1.41758, 1.93499, -3.58912)  0.22
C (2.46920, -3.64130, 1.64886)  -0.65
C (3.42558, -2.45226, 1.68482)  -0.06
O (4.65470, -2.67003, 2.30640)  -0.59
C (5.70948, -3.31954, 1.49622)  0.33
O (5.86009, -2.81072, 0.31621)  -0.87
C (5.51571, -4.86822, 1.44317)  0.91
F (5.02976, -5.38901, 2.60966)  -0.36
F (6.70527, -5.47123, 1.24774)  -0.34
F (4.70553, -5.31938, 0.46610)  -0.35
H (2.47226, -4.17717, 2.59893)  0.21
H (1.46183, -3.28672, 1.43699)  0.16
H (2.72789, -4.34657, 0.86400)  0.22
H (2.94688, -1.66831, 2.28845)  0.13
H (3.56792, -2.03067, 0.68108)  0.18
H (6.57018, -3.23153, 2.20307)  0.09

## Properties
ΔE to the lowest compared entry with this formula, charge and spin ... 0.000 eV
Lowest unoccupied orbital energy ... -3.45 eV

***

Q: Which energy values were calculated for the entries above? A: -141740.7901; -12442.8146; -190625.3725; -139004.4476, in eV.